Record 1
Below is a 5-piece molecular cluster, C4H20N2O5 overall in a non-equilibrium geometry, with properties calculated with wB97M-V/def2-TZVPD.

Values from the calculation:
Frontier orbital gap   9.31 eV
E   -17689.386 eV
Structure (SMILES)   NCCCNCO.O.O.O.O
M   176.21 g/mol
Largest force on an atom   0.05728 Eh/bohr
Charge   0

Last columns: bonded neighbours and bond lengths (Å).
Atoms and positions in Å:
1 N 1.697 -1.086 0.588  C2 1.471, H8 1.037, H9 1.022
2 C 0.784 -1.441 1.686  N1 1.471, C3 1.559, H10 1.096, H11 1.085
3 C -0.414 -2.365 1.308  C2 1.559, C4 1.509, H12 1.092, H13 1.104
4 C -1.092 -2.012 0.007  C3 1.509, N5 1.473, H14 1.095, H15 1.097
5 N -1.401 -0.576 -0.104  C4 1.473, C6 1.466, H16 1.013
6 C -1.648 -0.080 -1.462  N5 1.466, O7 1.456, H17 1.081, H18 1.073
7 O -0.508 0.713 -1.897  C6 1.456, H19 1.008
8 H 1.310 -1.213 -0.366  N1 1.037
9 H 2.440 -1.774 0.450  N1 1.022
10 H 0.304 -0.546 2.097  C2 1.096
11 H 1.376 -2.006 2.398  C2 1.085
12 H -1.103 -2.364 2.155  C3 1.092
13 H -0.054 -3.403 1.198  C3 1.104
14 H -0.492 -2.277 -0.869  C4 1.095
15 H -2.079 -2.485 -0.065  C4 1.097
16 H -0.612 -0.018 0.200  N5 1.013
17 H -1.837 -0.785 -2.259  C6 1.081
18 H -2.396 0.673 -1.301  C6 1.073
19 H -0.250 1.456 -1.267  O7 1.008
20 O 0.351 2.810 -0.692  H21 0.956, H22 0.976
21 H 1.016 3.121 -1.305  O20 0.956
22 H 0.769 2.270 0.005  O20 0.976
23 O 1.070 -1.319 -2.162  H24 0.975, H25 0.992
24 H 1.355 -1.260 -3.093  O23 0.975
25 H 0.490 -0.519 -2.250  O23 0.992
26 O -1.452 2.643 1.880  H27 0.965, H28 0.963
27 H -0.931 2.177 2.545  O26 0.965
28 H -1.206 2.195 1.065  O26 0.963
29 O 1.753 1.514 1.079  H30 0.966, H31 0.997
30 H 2.356 2.257 1.211  O29 0.966
31 H 2.162 0.613 1.203  O29 0.997



Record 2
Below is a 5-piece molecular cluster, C4H20N2O5 overall in a non-equilibrium geometry, with properties calculated with wB97M-V/def2-TZVPD.

Values from the calculation:
Frontier orbital gap   9.64 eV
E   -17689.913 eV
Structure (SMILES)   C[C@H](CO)NCN.O.O.O.O
M   176.21 g/mol
Largest force on an atom   0.04017 Eh/bohr
Charge   0

Last columns: bonded neighbours and bond lengths (Å).
Atoms and positions in Å:
1 C 1.783 0.405 1.306  C2 1.529, H8 1.092, H9 1.085, H10 1.090
2 C 0.806 -0.750 1.086  C1 1.529, C3 1.542, N5 1.473, H11 1.086
3 C 1.466 -1.875 0.264  C2 1.542, O4 1.408, H12 1.101, H13 1.094
4 O 0.517 -2.682 -0.393  C3 1.408, H14 0.968
5 N -0.443 -0.333 0.427  C2 1.473, C6 1.473, H15 1.015
6 C -1.481 0.026 1.407  N5 1.473, N7 1.472, H16 1.077, H17 1.091
7 N -1.987 -1.176 2.090  C6 1.472, H18 1.017, H19 1.011
8 H 1.382 1.041 2.098  C1 1.092
9 H 1.817 1.033 0.422  C1 1.085
10 H 2.734 -0.009 1.643  C1 1.090
11 H 0.520 -1.213 2.026  C2 1.086
12 H 2.152 -1.447 -0.484  C3 1.101
13 H 2.140 -2.482 0.876  C3 1.094
14 H -0.374 -2.360 -0.198  O4 0.968
15 H -0.175 0.386 -0.238  N5 1.015
16 H -2.408 0.397 1.002  C6 1.077
17 H -1.028 0.649 2.179  C6 1.091
18 H -2.501 -1.782 1.457  N7 1.017
19 H -1.284 -1.717 2.576  N7 1.011
20 O -0.083 0.911 -2.631  H21 0.964, H22 0.987
21 H 0.076 1.528 -3.353  O20 0.964
22 H 0.343 0.080 -2.949  O20 0.987
23 O -2.268 1.992 -0.829  H24 0.968, H25 0.965
24 H -1.772 1.196 -1.073  O23 0.968
25 H -2.239 2.466 -1.669  O23 0.965
26 O -0.760 3.530 0.853  H27 0.972, H28 0.982
27 H 0.122 3.634 0.459  O26 0.972
28 H -1.164 3.100 0.069  O26 0.982
29 O 1.127 -1.419 -2.999  H30 0.958, H31 0.973
30 H 2.033 -1.278 -3.278  O29 0.958
31 H 0.948 -1.850 -2.146  O29 0.973



Record 3
Below is a 6-piece molecular cluster, C4H20NO6 overall in a non-equilibrium geometry, with properties calculated with wB97M-V/def2-TZVPD.

Values from the calculation:
Frontier orbital gap   8.02 eV
E   -18247.981 eV
M   178.21 g/mol
Largest force on an atom   0.07222 Eh/bohr
Charge   -1

Last columns: bonded neighbours and bond lengths (Å).
Atoms and positions in Å:
1 C -0.148 1.311 0.503  O2 1.340, C3 1.590, H7 1.082, H8 1.125
2 O -0.475 0.455 1.480  C1 1.340
3 C -0.144 0.761 -0.988  C1 1.590, C4 1.580, N6 1.455, H9 1.099
4 C -1.455 -0.106 -1.144  C3 1.580, C5 1.521, H10 1.122, H11 1.082
5 C -2.746 0.695 -1.226  C4 1.521, H12 1.072, H13 1.122, H14 1.096
6 N 1.014 -0.118 -1.052  C3 1.455, H15 1.007, H16 1.005
7 H 0.816 1.803 0.503  C1 1.082
8 H -0.962 2.079 0.391  C1 1.125
9 H -0.168 1.557 -1.745  C3 1.099
10 H -1.588 -0.818 -0.287  C4 1.122
11 H -1.381 -0.778 -1.988  C4 1.082
12 H -2.695 1.684 -0.817  C5 1.072
13 H -3.022 0.894 -2.296  C5 1.122
14 H -3.572 0.043 -0.918  C5 1.096
15 H 0.886 -0.908 -1.664  N6 1.007
16 H 1.461 -0.498 -0.235  N6 1.005
17 H 2.726 1.717 -0.619  O19 0.970
18 H 3.845 0.716 -0.378  O19 0.967
19 O 3.685 1.664 -0.480  H17 0.970, H18 0.967
20 H 1.100 -3.189 1.360  O22 0.971
21 H -0.283 -3.000 1.139  O22 1.046
22 O 0.425 -3.741 0.932  H20 0.971, H21 1.046
23 H 0.793 0.818 -3.492  O25 0.966
24 H -0.591 0.611 -4.146  O25 0.966
25 O 0.162 1.214 -4.106  H23 0.966, H24 0.966
26 H -1.563 -2.317 2.606  O28 0.964
27 H -1.099 -0.969 1.589  O28 1.023
28 O -1.020 -1.939 1.904  H26 0.964, H27 1.023
29 H 0.173 0.213 2.860  O31 1.029
30 H -0.471 0.609 4.293  O31 0.957
31 O 0.358 0.432 3.848  H29 1.029, H30 0.957



Record 4
Below is a 7-piece molecular cluster, C4H20NO8 overall in a non-equilibrium geometry, with properties calculated with wB97M-V/def2-TZVPD.

Values from the calculation:
Frontier orbital gap (spin up / spin down)   10.29 / 6.30 eV
E   -22339.906 eV
2S+1   2
M   210.20 g/mol
Largest force on an atom   0.02794 Eh/bohr
Charge   0

Last columns: bonded neighbours and bond lengths (Å).
Atoms and positions in Å:
1 C 1.740 -1.347 0.567  N2 1.366, O7 1.208, H8 1.090
2 N 0.644 -2.029 0.121  C1 1.366, C3 1.451, C4 1.437
3 C -0.034 -2.986 0.976  N2 1.451, H9 1.097, H10 1.088, H11 1.085
4 C 0.021 -1.838 -1.160  N2 1.437, C5 1.550, H12 1.091, H13 1.086
5 C 0.909 -1.122 -2.209  C4 1.550, O6 1.376, H14 1.103, H15 1.094
6 O 1.119 0.194 -1.866  C5 1.376
7 O 2.308 -1.640 1.592  C1 1.208
8 H 2.024 -0.529 -0.096  C1 1.090
9 H 0.153 -4.049 0.780  C3 1.097
10 H 0.462 -2.931 1.943  C3 1.088
11 H -1.076 -2.693 1.057  C3 1.085
12 H -0.172 -2.822 -1.588  C4 1.091
13 H -0.922 -1.302 -1.125  C4 1.086
14 H 0.239 -1.149 -3.085  C5 1.103
15 H 1.846 -1.598 -2.516  C5 1.094
16 H 1.472 2.097 0.773  O18 0.968
17 H 0.734 1.243 -0.469  O18 0.971
18 O 0.699 1.631 0.421  H16 0.968, H17 0.971
19 H -2.365 0.605 -0.177  O21 0.962
20 H -2.243 1.298 -1.504  O21 0.989
21 O -2.878 1.179 -0.755  H19 0.962, H20 0.989
22 H -0.336 1.273 1.949  O24 0.970
23 H -1.332 2.254 2.656  O24 0.953
24 O -0.878 1.420 2.740  H22 0.970, H23 0.953
25 H -1.205 0.583 -3.409  O27 0.956
26 H -0.202 1.077 -2.404  O27 0.961
27 O -1.049 1.303 -2.799  H25 0.956, H26 0.961
28 H 1.356 0.994 2.704  O30 0.959
29 H 2.269 0.154 3.289  O30 0.959
30 O 1.979 1.056 3.431  H28 0.959, H29 0.959
31 H -2.333 2.694 -0.028  O33 0.984
32 H -0.998 3.402 0.022  O33 0.980
33 O -1.951 3.579 0.171  H31 0.984, H32 0.980



Question: What is the formula in the second record?
Answer: C4H20N2O5